(1)
Molecular formula: C25H19Cl68IN2P
Method: DFT, ωB97M-V/def2-TZVPD

```
116
Properties=species:S:1:pos:R:3:forces:R:3:lowdin_charge:R:1
C 1.933 -0.315 -3.898 0.112 0.248 0.517 -0.24
C 0.765 -0.216 -2.901 0.049 -0.269 0.182 -0.42
P -0.504 0.996 -3.452 -0.062 0.423 -1.118 1.03
C -0.372 2.464 -2.378 0.242 0.218 0.581 -0.42
C 0.905 3.225 -2.794 0.009 0.139 0.036 -0.22
C -2.101 0.196 -2.976 -0.410 -0.419 0.142 -0.52
C -2.282 -0.053 -1.496 0.203 0.340 0.020 -0.23
N -3.518 -0.895 -1.320 -0.051 0.343 -0.194 -0.49
I -3.702 -1.745 0.579 0.056 -0.018 0.007 1.04
C -4.682 -0.025 -1.709 -0.382 -0.097 -0.089 -0.21
C -4.534 0.432 -3.161 0.106 0.230 0.020 -0.18
N -3.218 1.022 -3.473 -0.003 -0.714 0.150 -0.05
H 2.587 0.570 -3.841 -0.246 -0.209 -0.076 0.05
H 1.567 -0.416 -4.925 0.106 0.091 0.218 0.01
H 2.550 -1.188 -3.656 -0.270 0.392 0.020 0.01
H 0.259 -1.196 -2.869 0.120 0.205 0.032 0.05
H 1.141 -0.019 -1.888 -0.110 0.031 -0.109 0.08
H -1.250 3.106 -2.524 0.074 -0.270 0.022 0.08
H -0.301 2.238 -1.302 -0.170 -0.151 -0.309 0.02
H 1.646 2.558 -3.252 -0.143 0.225 0.114 -0.01
H 1.382 3.681 -1.922 -0.231 0.086 -0.182 0.01
H 0.688 4.026 -3.509 0.053 -0.259 0.067 0.06
H -2.096 -0.790 -3.491 0.168 0.079 0.136 0.12
H -2.514 0.891 -0.999 0.238 -0.111 0.119 0.07
H -1.414 -0.518 -1.020 -0.240 -0.138 -0.152 0.11
H -3.478 -1.660 -2.001 0.063 -0.083 0.256 0.12
H -5.600 -0.611 -1.599 0.170 0.142 0.004 0.08
H -4.723 0.805 -0.996 0.152 -0.154 -0.133 0.10
H -5.293 1.211 -3.296 0.033 -0.229 -0.133 0.13
H -4.781 -0.407 -3.834 0.045 0.051 0.174 0.13
H -3.125 0.989 -4.487 -0.037 0.544 0.110 0.11
C 3.321 4.344 -5.932 0.083 -0.082 -0.013 -2.01
Cl 4.143 4.427 -7.481 -0.042 0.295 0.103 0.51
Cl 2.315 5.782 -5.689 -0.074 -0.155 -0.132 0.53
Cl 2.320 2.889 -5.906 -0.193 -0.083 -0.168 0.55
Cl 4.489 4.225 -4.612 -0.001 -0.011 -0.006 0.48
C 8.509 3.823 -7.800 -0.013 -0.057 0.054 -2.05
Cl 8.017 5.062 -8.958 -0.013 0.003 0.006 0.53
Cl 7.363 3.787 -6.455 0.070 -0.009 0.045 0.48
Cl 8.516 2.244 -8.593 0.012 -0.008 -0.024 0.53
Cl 10.119 4.183 -7.183 0.029 0.091 -0.113 0.52
C -1.828 3.587 1.817 -0.480 0.035 -0.015 -1.98
Cl -2.990 2.971 0.611 -0.076 -0.026 -0.292 0.52
Cl -2.168 5.281 2.111 0.048 0.002 0.020 0.55
Cl -2.004 2.667 3.309 -3.732 0.619 -3.480 0.44
Cl -0.182 3.404 1.203 -0.001 -0.046 0.060 0.56
C -7.946 -0.240 1.456 -0.007 0.022 -0.034 -2.05
Cl -8.221 -1.033 2.999 0.011 -0.001 0.014 0.56
Cl -7.608 -1.474 0.219 -0.058 -0.031 0.001 0.49
Cl -9.362 0.682 0.980 -0.010 0.004 0.004 0.56
Cl -6.550 0.847 1.587 0.031 0.026 0.006 0.49
C 5.126 2.458 -0.636 -0.166 0.072 0.081 -2.02
Cl 6.044 3.306 -1.875 0.225 -0.083 0.114 0.52
Cl 3.405 2.553 -1.051 0.134 -0.057 0.082 0.57
Cl 5.592 0.758 -0.562 0.168 0.041 -0.321 0.51
Cl 5.389 3.210 0.936 0.030 0.016 -0.012 0.55
C 5.194 8.343 -2.532 0.017 -0.036 -0.002 -2.06
Cl 4.117 7.579 -3.705 0.031 0.121 0.073 0.48
Cl 4.871 10.075 -2.460 -0.002 -0.001 0.001 0.54
Cl 4.923 7.622 -0.940 -0.002 -0.013 0.023 0.51
Cl 6.870 8.070 -3.019 0.018 -0.001 -0.001 0.53
C 5.118 -0.950 3.929 -0.058 0.061 -0.006 -2.04
Cl 5.266 -0.278 2.300 0.065 -0.076 0.173 0.48
Cl 5.147 0.368 5.101 0.049 -0.030 0.055 0.52
Cl 3.572 -1.804 4.036 0.018 -0.096 0.011 0.48
Cl 6.440 -2.068 4.254 -0.023 0.020 -0.045 0.55
C 0.943 1.339 4.993 0.354 0.191 0.517 -1.99
Cl -0.267 2.618 4.817 3.756 -0.713 3.064 0.44
Cl 0.132 -0.224 5.143 -0.077 0.001 -0.020 0.52
Cl 1.984 1.324 3.564 -0.077 0.113 -0.038 0.51
Cl 1.907 1.639 6.436 0.228 -0.127 0.144 0.54
C 0.757 -3.775 7.568 0.079 0.051 0.035 -2.03
Cl 2.012 -3.249 6.444 -0.003 -0.012 0.064 0.50
Cl -0.827 -3.516 6.832 -0.081 0.081 0.062 0.50
Cl 0.998 -5.495 7.932 -0.010 0.087 0.076 0.50
Cl 0.858 -2.842 9.057 0.117 0.100 -0.052 0.53
C -1.997 -4.515 12.040 -0.007 0.015 0.018 -2.06
Cl -0.952 -5.167 10.777 -0.065 -0.136 0.044 0.49
Cl -2.385 -2.832 11.658 -0.005 0.024 -0.004 0.51
Cl -3.487 -5.456 12.125 -0.006 -0.005 -0.006 0.53
Cl -1.162 -4.587 13.593 0.001 0.000 0.000 0.53
C 2.252 2.051 -10.447 -0.001 0.079 0.028 -2.05
Cl 2.216 2.372 -12.181 -0.019 -0.067 0.059 0.54
Cl 3.914 2.122 -9.865 0.056 -0.088 -0.100 0.51
Cl 1.268 3.250 -9.603 0.003 0.086 0.006 0.51
Cl 1.594 0.446 -10.109 -0.046 -0.111 -0.142 0.50
C -2.716 7.379 5.536 0.006 0.068 0.010 -2.06
Cl -2.948 8.047 3.911 -0.031 0.011 0.016 0.50
Cl -1.003 7.438 5.948 0.019 -0.024 0.000 0.53
Cl -3.643 8.333 6.691 0.011 0.000 0.004 0.54
Cl -3.275 5.703 5.576 -0.017 -0.048 -0.010 0.50
C 1.776 -3.013 -6.327 0.113 -0.007 -0.129 -2.02
Cl 1.454 -1.809 -7.577 0.003 0.013 0.075 0.52
Cl 0.450 -3.000 -5.149 -0.155 -0.140 0.036 0.54
Cl 1.893 -4.612 -7.055 -0.018 0.020 0.030 0.56
Cl 3.286 -2.616 -5.507 0.255 -0.426 -0.382 0.59
C -2.004 -6.694 4.247 0.031 -0.063 0.062 -2.04
Cl -1.320 -6.071 2.737 0.016 0.027 -0.054 0.51
Cl -3.413 -5.711 4.691 -0.052 0.043 0.001 0.50
Cl -2.505 -8.366 4.026 0.131 0.020 -0.072 0.52
Cl -0.801 -6.581 5.526 -0.068 -0.219 -0.185 0.50
C -6.144 -10.217 5.415 -0.005 -0.059 -0.006 -2.05
Cl -7.879 -10.302 5.113 0.020 -0.011 -0.018 0.51
Cl -5.279 -11.109 4.155 0.010 -0.004 -0.010 0.52
Cl -5.616 -8.533 5.394 -0.132 0.068 0.071 0.49
Cl -5.782 -10.927 6.989 0.003 0.003 0.004 0.54
C -11.985 -9.837 6.094 -0.007 -0.012 -0.008 -2.06
Cl -13.378 -10.251 7.092 0.002 -0.002 0.001 0.53
Cl -11.420 -11.278 5.240 0.007 -0.013 -0.013 0.51
Cl -12.446 -8.603 4.916 -0.004 0.014 -0.012 0.52
Cl -10.684 -9.218 7.113 -0.015 0.031 0.051 0.51
C 10.475 2.258 -3.328 0.009 -0.007 0.001 -2.05
Cl 9.806 3.884 -3.505 -0.018 0.022 0.005 0.50
Cl 11.067 1.684 -4.888 -0.004 -0.028 0.046 0.52
Cl 11.803 2.294 -2.168 0.007 -0.008 0.012 0.54
Cl 9.210 1.169 -2.746 -0.043 -0.025 0.021 0.51
```
Forces are in eV/Å.

Computed properties:
**Total charge**: +1
**E_LUMO**: -4.7 eV
**DFT total energy**: -898113.646 eV

=====

(2)
Molecular formula: C5H12N4O
Method: DFT, ωB97M-V/def2-TZVPD

```
22
Properties=species:S:1:pos:R:3:forces:R:3:lowdin_charge:R:1
N 0.215 2.975 -0.869 0.868 -3.755 0.600 0.19
C -1.018 2.046 -1.165 -0.631 -0.278 0.926 -0.06
C -1.357 1.053 0.060 -0.861 0.482 -0.546 -0.14
N -1.106 -0.344 -0.265 2.378 -3.069 -2.044 0.04
N -0.719 -1.117 0.853 -0.206 -0.371 3.904 0.06
C -0.133 -2.362 0.267 0.245 3.223 -0.279 -0.10
N 0.585 -3.255 1.180 0.383 -2.259 -3.226 0.30
C 0.436 -1.008 0.054 -3.102 0.982 -2.434 -0.17
C 1.688 -0.340 0.183 0.738 -1.138 2.059 -0.18
O 1.996 0.689 -0.320 0.292 1.109 -0.324 0.12
H 1.110 2.385 -0.568 -1.931 0.866 -1.492 0.17
H 0.017 3.401 0.027 -0.251 1.397 -0.298 0.15
H 0.423 3.533 -1.703 0.017 0.507 0.694 0.18
H -1.906 2.701 -1.247 0.764 0.065 0.128 0.13
H -0.970 1.553 -2.163 0.615 0.134 0.960 0.15
H -0.834 1.252 1.007 -0.344 0.737 -0.136 0.13
H -2.524 1.106 0.182 2.276 -0.117 0.076 0.18
H -0.706 -2.772 -0.486 -0.896 -1.372 -1.503 0.15
H 1.374 -2.861 1.585 1.522 1.670 1.914 0.13
H 1.146 -4.016 0.613 -1.917 1.132 0.802 0.26
H -0.019 -3.701 1.838 -0.565 -0.582 0.959 0.18
H 2.304 -0.917 0.936 0.605 0.635 -0.742 0.16
```
Forces are in eV/Å.

Computed properties:
**Energy relative to the best compared isomer or geometry (same formula, charge and spin)**: 141.2 kcal/mol
**Total charge**: +2
**E_LUMO**: -7.4 eV
**DFT total energy**: -13365.051 eV

=====

Number 1: molar mass 2916.1 g/mol. Number 2: molar mass 144.2 g/mol.